Here is one molecule with the formula C18H20N2O4S from OMol25. Energies are from ωB97M-V with the def2-TZVPD basis set.

```
45
Properties=species:S:1:pos:R:3:forces:R:3:mulliken_charge:R:1
O -2.389409 -2.226489 -1.850152 0.102 -0.184 -0.264 -0.639
C -2.794878 -1.569164 -0.922856 -0.325 0.013 0.294 0.705
N -2.076777 -0.603939 -0.274045 -0.061 0.234 0.324 0.063
C -0.787496 -0.148356 -0.530426 0.379 0.031 -0.126 0.841
C 0.013164 -0.678104 -1.543040 -0.053 -0.115 -0.085 -0.554
C 1.289684 -0.183020 -1.736135 -0.005 0.034 -0.004 -0.551
C 1.766630 0.832211 -0.929121 0.766 0.266 -0.126 -0.152
C 0.982930 1.369633 0.075079 -0.109 0.071 0.097 -0.576
C -0.294172 0.883864 0.272682 0.039 -0.076 -0.082 -0.802
H -0.919461 1.302489 1.048591 -0.057 0.054 0.080 0.369
H 1.380101 2.174276 0.673028 -0.039 0.107 0.118 0.492
S 3.455172 1.392487 -1.112971 0.110 -0.120 0.155 1.251
O 3.576461 2.706498 -0.555444 -0.220 -0.105 0.261 -0.729
O 3.891604 1.156355 -2.455616 -0.177 -0.326 -0.010 -0.728
N 4.338615 0.369709 -0.130327 -0.272 0.719 -0.638 -0.007
C 4.414993 -1.008793 -0.554446 0.199 -0.549 -0.126 -0.413
H 4.632847 -1.010918 -1.621801 0.032 -0.201 0.024 0.402
C 5.533012 -1.689592 0.239533 -0.146 0.069 -0.304 -0.697
H 5.568331 -2.757892 0.021282 0.014 0.101 -0.077 0.344
O 5.306776 -1.577583 1.626136 -0.048 -0.166 0.125 -0.392
C 5.237939 -0.227533 2.022986 -0.191 0.287 -0.041 -0.697
H 5.060200 -0.234150 3.099463 0.014 0.097 -0.082 0.344
C 4.109526 0.501897 1.289062 0.078 0.041 0.597 -0.413
H 4.111218 1.566006 1.522743 0.005 -0.064 0.196 0.407
H 3.141763 0.059042 1.576197 0.074 0.037 0.020 0.305
H 6.190869 0.276022 1.806921 -0.055 -0.007 0.052 0.362
H 6.494196 -1.224717 -0.021769 -0.045 -0.060 -0.015 0.362
H 3.463898 -1.533195 -0.367446 0.081 -0.001 -0.025 0.309
H 1.920846 -0.563135 -2.523403 0.007 -0.108 -0.130 0.505
H -0.371925 -1.466601 -2.167617 0.009 0.005 -0.007 0.548
H -2.562224 -0.114608 0.468622 0.043 -0.096 -0.211 -0.028
C -4.185718 -1.761722 -0.319537 0.033 -0.076 -0.147 -1.155
C -4.842618 -0.459020 0.033734 -0.152 -0.021 0.139 0.256
C -4.879670 -0.007280 1.348620 -0.033 -0.087 -0.066 -0.160
C -5.454169 1.214133 1.657741 -0.003 0.123 0.064 -0.632
C -5.993187 2.000486 0.654573 -0.020 0.059 0.070 -0.415
C -5.958884 1.559407 -0.658285 -0.009 0.019 -0.069 -0.605
C -5.386360 0.339076 -0.966758 0.002 -0.025 0.055 -0.218
H -5.359148 -0.004200 -1.990524 -0.003 -0.035 -0.133 0.425
H -6.380657 2.168343 -1.443725 -0.035 0.052 -0.070 0.380
H -6.441919 2.952307 0.895160 -0.040 0.080 0.018 0.389
H -5.481924 1.549639 2.683966 -0.011 0.030 0.080 0.386
H -4.470128 -0.621816 2.139583 0.028 -0.086 0.059 0.393
H -4.778649 -2.314374 -1.049636 0.119 -0.004 0.044 0.384
H -4.071394 -2.387700 0.569379 -0.028 -0.017 -0.032 0.345
```
Forces are in eV/Å.

Properties
Max |F|: 1.00 eV/Å
HOMO: -8.98 eV
Orbital gap: 9.48 eV
Electronic energy: -40996.14437 eV
Structure (SMILES): O=C(Cc1ccccc1)Nc1ccc(S(=O)(=O)N2CCOCC2)cc1
Charge: 0
ΔE to the lowest compared entry with this formula, charge and spin: 33.7 kcal/mol



Here is one molecule with the formula C21H18N2OS2 in a non-equilibrium geometry from OMol25. Energies are from ωB97M-V with the def2-TZVPD basis set.

```
44
Properties=species:S:1:pos:R:3:forces:R:3:mulliken_charge:R:1
S -3.278911 -0.469972 5.191945 0.108 -0.385 -1.065 -0.322
N 2.658430 4.203383 -2.648886 -2.038 -3.934 3.352 -0.549
O -0.949838 -3.071582 1.419367 0.595 0.344 0.107 -0.569
S -1.659869 0.514337 2.929498 0.422 -1.600 -0.847 -0.175
C -2.510629 -0.760863 3.739543 0.008 -2.308 0.428 0.243
C -0.870239 -0.657021 1.803092 0.997 -1.216 0.055 0.230
C -1.260101 -1.941774 2.104681 -2.536 -0.367 0.337 0.150
C 2.593417 2.970037 -2.057279 -0.111 3.706 -0.340 -0.086
C 0.251203 -0.317658 0.881442 -0.008 2.046 -0.258 -0.181
C 0.616105 1.001637 0.663034 -0.952 -1.331 1.103 -0.148
C 1.563085 2.594274 -1.017909 1.256 -0.577 0.893 -0.233
C 1.673827 1.389257 -0.227340 -2.214 4.737 -2.887 -0.685
C 5.718101 5.987161 -5.003880 2.859 -0.650 -3.253 -0.089
C -5.015765 -5.848553 1.179003 1.605 0.636 -1.887 -0.311
C 5.429600 4.622763 -5.180898 -0.623 0.659 2.579 -0.853
C 4.941906 6.741969 -4.239982 -2.019 1.633 2.499 -0.561
C -4.143293 -6.540497 2.091903 -0.985 3.676 1.327 -0.762
C -4.973276 -4.375871 0.992207 0.443 -3.934 2.753 -0.707
C 4.553569 4.023369 -4.227861 0.452 0.039 -1.837 -0.089
C 3.908601 6.113171 -3.538683 -2.147 0.148 1.432 -0.081
C -3.437147 -5.650570 3.026884 -1.319 0.698 -1.822 -0.172
C -4.331493 -3.609031 1.980181 -1.841 0.396 -2.550 0.369
C 3.651313 4.724294 -3.421567 3.249 1.009 -1.968 0.240
C -3.554244 -4.218729 2.919060 0.244 -2.248 0.084 0.288
N -2.310525 -2.085581 3.105553 1.152 3.395 0.710 0.256
C -2.725629 -3.368511 3.805085 1.513 1.217 -1.819 -1.361
H -1.665245 -3.734382 1.380555 0.070 0.588 0.287 0.365
H 3.374421 2.235354 -2.093218 0.772 -0.298 -0.624 0.290
H 0.810873 -1.066612 0.263871 -0.855 0.297 1.054 0.286
H 0.047371 1.828635 1.140630 0.344 -0.675 -0.325 0.243
H 0.895926 3.485085 -0.820832 0.262 -1.579 0.072 0.316
H 2.398646 0.694320 -0.493633 1.311 -1.183 -0.486 0.422
H 6.570461 6.536130 -5.543546 -1.337 -1.278 0.480 0.255
H -5.515089 -6.455293 0.335815 0.593 0.984 1.648 0.269
H 5.925719 4.061888 -5.932420 0.488 -0.636 -0.216 0.379
H 5.117955 7.840812 -4.128888 -0.349 -1.159 -0.103 0.300
H -4.225904 -7.616680 2.211727 0.403 0.213 -0.055 0.368
H -5.518204 -3.994023 0.181257 -0.672 0.747 -0.746 0.440
H 4.490990 2.974016 -4.231063 -0.162 -1.379 -0.250 0.359
H 3.145982 6.662071 -2.998859 0.283 0.667 0.120 0.355
H -2.818919 -5.917419 3.871572 0.121 -0.861 -0.195 0.385
H -4.520818 -2.520069 1.920678 0.692 -0.663 0.257 0.324
H -1.812131 -3.909058 3.995344 0.341 -0.060 0.640 0.351
H -3.240230 -3.074215 4.672818 -0.417 0.485 1.317 0.452
```
Forces are in eV/Å.

Properties
Max |F|: 5.97 eV/Å
HOMO: -7.43 eV
Orbital gap: 6.56 eV
Electronic energy: -48762.46982 eV
Structure (SMILES): Oc1c(/C=C/C=C/C=N/c2ccccc2)sc(=S)n1Cc1ccccc1
Charge: 0
ΔE to the lowest compared entry with this formula, charge and spin: 110.8 kcal/mol



Here is an isolated ion of composition C4H12NOSi and charge -1 in a non-equilibrium geometry from OMol25. Energies are from ωB97M-V with the def2-TZVPD basis set.

```
19
Properties=species:S:1:pos:R:3:forces:R:3:mulliken_charge:R:1
C 0.609708 0.160395 -2.139968 0.389 1.023 -0.813 -1.007
C -0.672311 1.779772 1.577206 -0.685 1.016 4.441 -1.018
C 1.270709 -0.584115 -0.939016 1.016 1.701 -1.083 -0.554
C -1.271652 0.514174 1.005645 0.849 -0.543 -0.601 -0.411
N -1.017923 -2.388678 -0.159973 1.646 0.307 0.418 -0.666
O -0.013288 -2.308475 1.063255 -0.267 1.071 0.151 -0.465
Si 0.243731 -0.701602 0.678401 -0.613 -2.396 1.098 0.446
H 1.543278 0.565632 -2.716082 -2.158 -0.741 0.124 0.283
H -0.089891 -0.501089 -2.692391 0.962 0.023 -0.101 0.313
H -0.087500 1.016376 -1.982037 0.828 -0.153 0.619 0.252
H 0.112158 2.318516 1.066186 0.156 -0.208 -0.702 0.292
H -1.392412 2.606761 1.994799 0.726 -1.361 -1.168 0.279
H -0.177750 1.464133 2.587691 -0.496 0.577 -1.640 0.243
H 2.245971 0.045178 -0.805801 -1.359 -1.329 0.304 0.312
H 1.548952 -1.516496 -1.514350 -0.073 0.431 1.664 0.311
H -1.658080 0.717502 0.006885 -0.621 -0.194 0.094 0.210
H -2.034151 0.015667 1.696110 1.082 0.675 -1.123 0.280
H -0.342230 -2.967721 -0.699272 -0.846 0.355 -0.278 0.182
H 1.182679 -0.235928 1.972712 -0.537 -0.254 -1.404 -0.286
```
Forces are in eV/Å.

Properties
Max |F|: 4.61 eV/Å
HOMO: -2.46 eV
Orbital gap: 6.39 eV
Electronic energy: -15755.84317 eV
Charge: -1
ΔE to the lowest compared entry with this formula, charge and spin: 70.6 kcal/mol



Here is one molecule with the formula C4H8O2 from OMol25. Energies are from ωB97M-V with the def2-TZVPD basis set.

```
14
Properties=species:S:1:pos:R:3:forces:R:3:mulliken_charge:R:1
O -0.027996 -1.127292 -1.539782 0.060 -0.064 0.029 -0.542
C -0.649770 -0.723950 -0.332806 -0.170 0.062 0.190 -0.119
C 0.354876 -0.663591 0.822070 0.093 0.061 0.048 -0.475
C 1.065903 0.661912 0.502975 0.089 -0.093 0.196 -0.558
O 0.141162 1.461778 -0.230431 0.096 0.148 -0.042 -0.406
C -1.070943 0.742565 -0.402294 -0.215 -0.082 -0.056 -0.408
H 0.759358 -0.576814 -1.633335 -0.077 -0.075 -0.228 0.381
H -1.480989 -1.407399 -0.135546 0.134 0.105 -0.159 0.393
H 1.067134 -1.494067 0.823645 -0.256 0.018 -0.060 0.274
H -0.187237 -0.670835 1.774313 0.179 0.216 -0.100 0.310
H 1.940112 0.448364 -0.130759 -0.046 0.217 0.105 0.267
H 1.401589 1.242783 1.365287 0.021 -0.246 0.056 0.311
H -1.789698 0.991008 0.394486 0.103 -0.063 -0.092 0.291
H -1.490059 1.036663 -1.368300 -0.009 -0.203 0.112 0.282
```
Forces are in eV/Å.

Properties
Max |F|: 0.30 eV/Å
HOMO: -9.72 eV
Orbital gap: 10.65 eV
Electronic energy: -8372.02400 eV
Structure (SMILES): O[C@H]1CCOC1
Charge: 0
ΔE to the lowest compared entry with this formula, charge and spin: 29.0 kcal/mol



Here is a 2-piece molecular cluster, C29H25N5O4Si overall in a non-equilibrium geometry from OMol25. Energies are from ωB97M-V with the def2-TZVPD basis set.

```
64
Properties=species:S:1:pos:R:3:forces:R:3:mulliken_charge:R:1
N -2.022148 1.675421 1.914138 1.726 1.691 0.724 -0.345
C -1.120962 2.351676 2.213858 -1.400 -0.740 -0.555 -0.011
C 0.028017 3.118378 2.613354 1.941 -1.053 -0.414 0.069
C 1.283442 2.525939 2.398269 -1.289 -0.161 0.412 -0.072
C 2.381412 3.070447 3.074130 0.942 -0.941 0.638 0.334
N 3.452480 2.355253 3.602631 -0.463 0.753 -0.200 0.691
O 3.949890 1.260956 3.401718 -0.560 1.169 0.159 -0.647
O 3.980519 3.190580 4.622058 -0.128 -0.347 -0.965 -0.151
N 3.273848 4.344739 4.732294 -1.106 -0.110 -1.578 -0.425
C 2.308310 4.274357 3.773737 1.115 0.447 2.672 0.634
C 1.067140 5.005505 3.815381 -0.930 -1.687 -1.133 0.023
N 1.039060 6.286049 4.484617 -0.400 2.558 1.217 0.845
O 2.042400 7.020321 4.396882 -1.645 -1.823 -0.072 -0.502
O 0.005935 6.616600 5.099626 1.550 -0.962 -1.220 -0.554
C -0.070006 4.342550 3.330231 0.980 1.835 0.857 -0.895
H 1.419042 1.565366 1.917966 -0.306 0.031 -0.018 0.308
H -1.053610 4.776699 3.507300 0.293 0.038 -0.072 0.518
C 3.202969 -0.943503 1.087319 -0.177 -0.150 -0.382 -0.395
C 2.586146 -2.193393 1.211815 -0.161 0.016 0.133 -0.851
C 1.323525 -2.419465 0.631958 0.515 0.215 -0.324 -0.185
C 0.608719 -1.359575 0.038443 0.081 -0.039 0.956 0.126
Si -0.790167 -1.535483 -1.190059 -0.111 0.172 0.123 -0.233
C -0.695472 -3.305959 -1.799354 -0.025 -0.252 -0.218 0.478
C -1.793000 -4.159892 -1.603151 0.215 -0.341 -0.092 -0.411
C -1.710239 -5.523889 -1.917876 0.182 0.157 -0.033 -0.659
C -0.524684 -6.051262 -2.443704 -0.150 0.310 0.144 -0.471
C 0.576154 -5.211590 -2.646102 -0.095 0.233 0.093 -0.754
C 0.492300 -3.848103 -2.324044 -0.189 -0.481 -0.008 -0.129
C -2.502011 -1.157498 -0.566474 -0.260 -0.328 0.317 0.195
C -2.727013 -0.788501 0.762289 -0.454 0.065 -0.331 -0.388
C -3.956104 -0.233959 1.134669 -0.311 -0.200 -0.124 -0.488
C -4.993865 -0.118719 0.205026 0.387 -0.114 0.141 -0.559
C -4.808859 -0.580132 -1.103603 0.262 -0.220 -0.036 -0.739
C -3.569013 -1.111132 -1.482396 -0.399 0.475 0.282 0.003
C -0.531547 -0.141974 -2.487398 -0.214 -0.666 -0.906 0.261
C 0.625777 -0.422065 -3.479402 0.076 -0.046 0.570 -0.408
C 1.224183 0.956988 -3.833038 -0.189 -0.215 -0.150 -0.674
C 0.661858 1.943237 -2.805343 -0.569 0.073 0.221 -0.749
N -0.188123 1.137713 -1.905084 0.197 0.639 -0.114 -0.344
C 1.142601 -0.071027 0.195346 0.536 0.298 -0.187 -0.043
C 2.501088 0.099471 0.470458 -0.040 -0.294 0.832 -0.936
H 4.195297 -0.749721 1.505765 -0.282 -0.242 -0.351 0.409
H 3.109311 -2.996692 1.740533 -0.266 0.252 -0.227 0.380
H 0.905346 -3.429392 0.624417 0.180 0.278 -0.095 0.487
H -2.710556 -3.756180 -1.169359 0.224 -0.175 -0.155 0.275
H -2.566993 -6.177589 -1.737729 0.264 0.212 -0.079 0.384
H -0.457588 -7.116871 -2.676863 -0.003 0.365 0.055 0.360
H 1.506627 -5.629591 -3.038316 -0.283 0.186 0.109 0.387
H 1.369666 -3.209370 -2.450500 -0.229 -0.235 -0.006 0.257
H -1.928392 -0.905379 1.494926 -0.176 0.189 -0.175 0.464
H -4.089091 0.153347 2.145321 -0.023 -0.239 -0.293 0.379
H -5.942518 0.330045 0.507374 0.278 -0.148 -0.133 0.364
H -5.626599 -0.516255 -1.825547 0.265 -0.055 0.212 0.374
H -3.421865 -1.474824 -2.502121 -0.070 0.195 0.192 0.421
H -1.478035 -0.102117 -3.071829 0.259 0.083 0.116 0.555
H 1.403862 -1.011478 -2.963892 -0.244 0.066 -0.350 -0.067
H 0.256663 -0.970299 -4.355615 0.265 0.041 0.277 0.399
H 2.313677 0.910572 -3.762710 -0.138 0.102 -0.235 0.298
H 0.931947 1.251883 -4.844349 0.188 -0.012 0.095 0.274
H 1.489149 2.419866 -2.259461 -0.289 -0.015 0.086 0.288
H 0.061870 2.738988 -3.278578 0.302 -0.138 -0.021 0.360
H -0.949116 1.645820 -1.463018 0.084 -0.191 -0.340 0.247
H 0.506734 0.806799 0.068539 0.494 -0.504 -0.471 0.690
H 3.000620 1.047342 0.264530 -0.228 -0.019 0.431 0.551
```
Forces are in eV/Å.

Properties
Max |F|: 2.93 eV/Å
HOMO: -8.02 eV
Orbital gap: 5.65 eV
Electronic energy: -53987.62389 eV
Charge: 0
ΔE to the lowest compared entry with this formula, charge and spin: 0.0 kcal/mol